An isolated molecule of C7H16N2. Source: OMol25; level of theory: wB97M-V/def2-TZVPD.

```
25
Properties=species:S:1:pos:R:3:forces:R:3:nbo_charge:R:1
C -1.07093 0.47104 -0.01297 1.18 -0.14 -0.51 0.255
C -1.85972 0.70413 1.26362 0.43 -0.30 0.21 -0.654
C -1.58913 -0.72639 -0.77796 0.16 -0.06 0.08 -0.675
C -0.99983 1.72899 -0.85725 0.10 -0.11 -0.04 -0.658
C 2.80946 0.19337 -0.54567 0.10 -0.07 0.44 -0.428
N 0.56966 0.09738 0.35071 -1.74 0.46 -0.40 -0.312
N 1.40650 -0.05319 -0.83901 -0.82 -0.09 -0.52 -0.484
C 0.50322 -0.91190 1.40107 0.18 -0.16 1.33 -0.222
C 0.87325 -2.15820 1.11911 0.14 0.04 -0.55 -0.593
H 0.85127 0.98168 0.77036 0.18 -0.17 0.05 0.402
H 1.28848 -1.02129 -1.12829 -0.05 0.15 0.14 0.365
H -1.45308 1.53576 1.83546 0.04 0.05 0.09 0.214
H -1.83478 -0.18622 1.88585 -0.01 0.07 0.05 0.264
H -2.89820 0.93481 1.01434 0.08 0.07 -0.23 0.217
H -1.12437 -0.79857 -1.75874 0.05 -0.03 -0.11 0.213
H -2.66772 -0.64477 -0.91764 0.02 0.10 0.02 0.228
H -1.38599 -1.63560 -0.21021 -0.05 0.00 -0.04 0.252
H -2.00213 2.00811 -1.18361 -0.04 -0.07 0.00 0.228
H -0.60515 2.56659 -0.28258 0.05 0.07 0.06 0.207
H -0.37476 1.57358 -1.73295 0.01 0.02 -0.05 0.236
H 3.19154 -0.41693 0.28154 -0.04 0.08 -0.04 0.202
H 3.39110 -0.03101 -1.43957 -0.09 0.06 -0.02 0.215
H 2.94151 1.24916 -0.30355 0.07 0.00 -0.04 0.191
H 0.79776 -2.89876 1.90328 -0.02 -0.08 0.04 0.205
H 1.24204 -2.56178 0.16466 0.07 0.10 0.02 0.133
```
Forces are in eV/Å.

The energy above the lowest of the compared OMol25 structures with the same formula, charge and spin comes out at 112.52 kcal per mole. The max |F| is 1.85 eV/Å.

An isolated molecule of C4H7NO2. Source: OMol25; level of theory: wB97M-V/def2-TZVPD.

```
14
Properties=species:S:1:pos:R:3:forces:R:3:nbo_charge:R:1
N 1.74513 0.46788 1.78188 -0.08 0.36 0.19 -0.821
C 0.63247 0.60494 1.01586 -0.26 -0.17 -0.34 0.676
O -0.18348 1.49591 1.17985 0.35 -0.35 0.03 -0.613
C 0.46029 -0.45673 -0.07269 -0.07 0.07 -0.11 -0.532
C -0.99817 -0.59197 -0.44122 0.32 -0.08 0.34 0.065
C -1.53740 0.07068 -1.60631 -0.27 0.43 -0.13 -0.100
O -1.22534 -1.31813 -1.64263 -0.03 -0.12 -0.09 -0.492
H 1.92216 1.21030 2.44483 0.14 -0.20 -0.12 0.405
H 2.48238 -0.16005 1.51796 0.00 0.01 0.09 0.395
H 0.88270 -1.43619 0.20243 -0.19 0.31 0.18 0.225
H 1.01996 -0.15017 -0.97026 -0.15 0.07 0.22 0.236
H -1.70409 -0.76933 0.36613 0.18 -0.26 0.04 0.191
H -0.89341 0.74945 -2.15936 -0.07 -0.18 -0.17 0.179
H -2.60321 0.28340 -1.61648 0.13 0.11 -0.12 0.186
```
Forces are in eV/Å.

The energy above the lowest of the compared OMol25 structures with the same formula, charge and spin comes out at 32.52 kcal per mole. The max |F| is 0.52 eV/Å. Its structure (SMILES) is NC(=O)C[C@H]1CO1.

An isolated molecule of C5H12O2. Source: OMol25; level of theory: wB97M-V/def2-TZVPD.

```
19
Properties=species:S:1:pos:R:3:forces:R:3:nbo_charge:R:1
C -0.50981 2.14735 1.48578 -0.02 0.05 0.02 -0.610
C -0.54838 0.66781 1.11139 0.02 -0.04 0.00 -0.406
C 0.32203 0.35780 -0.10591 -0.44 -0.18 -0.02 0.089
O 1.62884 0.80388 0.17866 0.11 -0.17 -0.14 -0.726
C 0.29191 -1.16346 -0.44160 -0.27 0.22 0.01 0.079
C -0.68194 -1.49002 -1.56828 -0.05 0.02 -0.06 -0.634
O 1.61466 -1.52376 -0.83768 -0.01 -0.36 0.00 -0.744
H 0.52709 2.47164 1.61433 -0.19 -0.03 -0.03 0.226
H -0.97108 2.76915 0.70956 0.08 -0.09 0.09 0.200
H -1.04332 2.33001 2.42401 0.04 -0.03 -0.14 0.206
H -0.15728 0.07118 1.94645 -0.08 0.06 -0.10 0.201
H -1.58341 0.33846 0.93023 0.22 0.05 -0.02 0.198
H -0.08097 0.90152 -0.98124 0.16 -0.04 0.12 0.147
H 2.21907 0.20411 -0.30154 0.05 0.14 0.15 0.494
H 0.00430 -1.71691 0.46666 0.19 0.08 -0.12 0.159
H -0.34049 -1.00653 -2.48977 -0.06 -0.03 0.13 0.217
H -0.72152 -2.57187 -1.75264 -0.02 0.20 0.09 0.206
H -1.69963 -1.14242 -1.35254 0.18 -0.06 0.05 0.216
H 1.67445 -2.48625 -0.84771 0.09 0.19 -0.04 0.481
```
Forces are in eV/Å.

The energy above the lowest of the compared OMol25 structures with the same formula, charge and spin comes out at 15.21 kcal per mole. The max |F| is 0.48 eV/Å. Its structure (SMILES) is CC[C@@H](O)[C@@H](C)O.

An isolated ion of composition C16H30BClFIN5O3S and charge +1. Source: OMol25; level of theory: wB97M-V/def2-TZVPD.

```
59
Properties=species:S:1:pos:R:3:forces:R:3:nbo_charge:R:1
H 1.41086 -0.50854 -4.48282 0.03 -0.02 0.00 0.330
N 0.40091 -0.48404 -4.62382 0.10 -0.03 -0.20 -0.570
C -0.21402 -0.01660 -3.62704 -0.01 -0.07 0.11 0.314
C -1.70672 0.08101 -3.70767 -0.11 -0.19 -0.14 -0.677
C 0.52134 0.49455 -2.39036 0.15 -0.01 -0.13 -0.511
C 0.04413 -0.04998 -1.03461 0.03 -0.56 -0.05 -0.131
C 0.79986 -1.32633 -0.58600 0.00 -0.20 -0.45 0.383
C 2.31765 -1.27959 -0.48150 0.13 0.22 0.45 -0.669
C 0.42584 -2.40939 -1.61720 -0.25 -0.21 0.09 -0.453
C 0.63068 -3.83696 -1.10254 0.27 -0.12 -0.06 -0.210
N 0.96361 -4.71219 -2.22188 -0.11 0.11 -0.10 -0.826
O 0.31455 -1.79302 0.68408 0.13 0.11 -0.01 -0.598
C -0.63115 -1.11822 1.42887 0.15 0.10 -0.04 0.345
N -0.55093 -1.58791 2.77169 -0.06 -0.16 0.01 -0.880
I -2.64577 -1.61186 0.76073 -0.10 0.02 -0.14 0.124
C -0.28825 0.41940 1.49417 0.09 -0.85 0.07 0.448
C -1.28602 1.26902 2.27453 -0.07 -0.05 0.34 -0.550
C -1.45048 1.03439 3.79185 -0.09 0.15 0.12 -0.172
C -1.61434 2.36589 4.52394 -0.15 -0.12 -0.01 -0.629
Cl -2.91848 0.04978 4.10154 -0.07 -0.09 0.00 -0.050
N 1.01630 0.38747 2.11522 -0.09 0.92 -0.23 -0.624
C 1.50744 1.24184 2.82742 -0.04 -0.50 0.05 0.208
S 2.23757 2.23376 3.75622 0.17 0.23 0.10 0.215
N -0.13936 1.03443 0.04401 -0.24 0.30 -0.24 -0.573
C 0.88964 2.15866 0.00356 0.28 -0.15 0.21 -0.253
C 2.38226 1.88633 -0.13548 0.04 0.02 -0.11 0.041
F 2.92510 3.15900 -0.06252 0.04 0.01 -0.01 -0.345
B -1.46839 1.83659 -0.33907 -0.62 0.24 0.67 1.354
O -1.55583 3.13462 0.07224 0.62 0.01 -0.63 -0.933
O -2.45182 1.17412 -0.95882 0.72 -0.15 -0.71 -0.902
H -2.04694 1.11670 -3.63875 0.03 0.04 0.05 0.198
H -2.19533 -0.51430 -2.93531 -0.05 0.09 0.07 0.228
H -2.01274 -0.30827 -4.67419 -0.02 0.02 -0.03 0.266
H 0.47293 1.58455 -2.44236 -0.08 0.04 0.10 0.230
H 1.56296 0.22799 -2.55495 0.11 0.17 0.12 0.236
H -0.94787 -0.44705 -1.21727 -0.24 0.33 0.37 0.295
H 2.71561 -2.29173 -0.48270 -0.04 -0.04 -0.07 0.242
H 2.62825 -0.83591 0.46027 -0.01 0.08 0.05 0.226
H 2.79214 -0.73592 -1.29295 -0.02 -0.05 -0.15 0.210
H 1.01637 -2.27454 -2.52391 0.03 0.10 -0.02 0.217
H -0.62622 -2.31672 -1.89453 0.01 0.08 -0.15 0.219
H 1.38734 -3.86002 -0.31205 0.00 0.07 0.07 0.166
H -0.29943 -4.18726 -0.65626 0.01 -0.01 0.09 0.202
H 1.70484 -4.31701 -2.78627 0.06 -0.03 0.02 0.349
H 1.27894 -5.61913 -1.90593 -0.09 -0.06 0.02 0.369
H -1.17463 -2.36332 2.93947 0.04 -0.04 0.09 0.403
H 0.40708 -1.85851 2.96358 -0.01 -0.04 0.05 0.392
H -2.28902 1.14317 1.85745 0.06 0.17 -0.26 0.269
H -0.98373 2.30917 2.17539 0.04 0.09 -0.16 0.247
H -0.62979 0.45912 4.20547 0.00 -0.04 -0.03 0.238
H -2.12680 3.08996 3.89067 0.01 0.07 0.01 0.211
H -0.64613 2.75953 4.82942 0.04 0.10 -0.12 0.222
H -2.22781 2.23221 5.41017 0.12 -0.02 0.11 0.246
H 0.64676 2.81268 -0.82880 -0.09 -0.06 -0.03 0.228
H 0.74457 2.76543 0.89161 -0.05 -0.05 0.10 0.253
H 2.65168 1.47448 -1.10295 -0.03 -0.06 -0.08 0.177
H 2.82146 1.28187 0.64412 0.00 -0.05 0.16 0.192
H -1.59379 3.81117 -0.61624 -0.34 0.07 0.27 0.531
H -2.89687 1.63543 -1.68094 -0.43 0.05 0.39 0.533
```
Forces are in eV/Å.

As for the total energy: -65519.0379 eV. The max |F| is 1.02 eV/Å. As for the charge: +1. Its structure (SMILES) is [H]/N=C(/C)C[C@H]1[C@](C)(CCN)O[C@](N)(I)[C@@](C[C@@H](C)Cl)(N=C=S)[N@+]1(CCF)B(O)O.

Please write out number 3 again, unchanged.
An isolated molecule of C5H12O2. Source: OMol25; level of theory: wB97M-V/def2-TZVPD.

```
19
Properties=species:S:1:pos:R:3:forces:R:3:nbo_charge:R:1
C -0.50981 2.14735 1.48578 -0.02 0.05 0.02 -0.610
C -0.54838 0.66781 1.11139 0.02 -0.04 0.00 -0.406
C 0.32203 0.35780 -0.10591 -0.44 -0.18 -0.02 0.089
O 1.62884 0.80388 0.17866 0.11 -0.17 -0.14 -0.726
C 0.29191 -1.16346 -0.44160 -0.27 0.22 0.01 0.079
C -0.68194 -1.49002 -1.56828 -0.05 0.02 -0.06 -0.634
O 1.61466 -1.52376 -0.83768 -0.01 -0.36 0.00 -0.744
H 0.52709 2.47164 1.61433 -0.19 -0.03 -0.03 0.226
H -0.97108 2.76915 0.70956 0.08 -0.09 0.09 0.200
H -1.04332 2.33001 2.42401 0.04 -0.03 -0.14 0.206
H -0.15728 0.07118 1.94645 -0.08 0.06 -0.10 0.201
H -1.58341 0.33846 0.93023 0.22 0.05 -0.02 0.198
H -0.08097 0.90152 -0.98124 0.16 -0.04 0.12 0.147
H 2.21907 0.20411 -0.30154 0.05 0.14 0.15 0.494
H 0.00430 -1.71691 0.46666 0.19 0.08 -0.12 0.159
H -0.34049 -1.00653 -2.48977 -0.06 -0.03 0.13 0.217
H -0.72152 -2.57187 -1.75264 -0.02 0.20 0.09 0.206
H -1.69963 -1.14242 -1.35254 0.18 -0.06 0.05 0.216
H 1.67445 -2.48625 -0.84771 0.09 0.19 -0.04 0.481
```
Forces are in eV/Å.

The energy above the lowest of the compared OMol25 structures with the same formula, charge and spin comes out at 15.21 kcal per mole. The max |F| is 0.48 eV/Å. Its structure (SMILES) is CC[C@@H](O)[C@@H](C)O.